Computed, not measured: a cluster of 12 separate species, C33H97N17O12 in total, with ωB97M-V/def2-TZVPD.

Output
HOMO energy: -8.9 eV
Net charge: 0
Orbital gap: 9.0 eV
Calculated total energy: -3149.00677 Eh
Structure (SMILES): COC[C@H](C)N.COC[C@H](C)N.COC[C@H](C)N.COC[C@H](C)N.COC[C@H](C)N.COC[C@H](C)N.COC[C@H](C)N.NC(N)=O.NC(N)=O.NC(N)=O.NC(N)=O.NC(N)=O

The geometry in XYZ format:
```
159
Properties=species:S:1:pos:R:3:forces:R:3:lowdin_charge:R:1
O 20.6530 15.8711 -3.1223 -0.08 0.83 0.20 -0.212
O 29.6576 12.9940 -3.6689 -0.80 0.38 -0.24 0.013
O 22.5078 20.8230 -9.9386 0.41 -0.19 -0.11 0.027
O 21.4420 14.8982 -12.3657 0.82 0.13 -0.35 -0.184
O 13.0844 10.4226 -2.0513 -0.36 0.53 0.20 -0.220
O 19.4979 13.2017 4.7032 -1.76 -0.11 -0.74 -0.171
O 25.4865 18.3860 2.4522 -1.28 0.52 -0.11 -0.195
O 16.4327 7.6201 -9.0414 0.90 -2.34 -0.32 -0.213
O 16.3053 21.1769 2.4189 4.27 1.93 0.97 0.093
O 16.2126 20.3100 -6.0097 -0.08 -0.53 0.49 -0.195
O 29.7228 15.9447 -10.6548 1.10 -0.22 0.85 0.018
O 23.3587 24.5370 -5.4848 1.29 0.77 -1.89 0.040
N 29.6404 17.2813 -12.3958 2.66 2.04 -5.85 0.178
N 28.1660 17.4737 -10.8948 -4.75 2.62 2.94 0.157
N 24.3851 21.8832 -10.6209 2.58 2.92 1.48 0.149
N 14.2556 21.7160 1.6203 -0.51 3.55 -0.61 0.147
N 28.8468 13.8975 -5.5910 -3.92 3.02 -1.72 0.164
N 23.2708 17.3130 -5.2211 1.40 1.14 -1.19 0.023
N 22.6143 24.7195 -3.4587 0.45 2.62 6.68 0.169
N 16.4257 20.5044 -8.9637 -0.06 -1.16 -0.74 0.022
N 22.2153 18.7289 4.3176 -0.45 -1.19 0.18 0.040
N 14.7409 19.7054 2.0604 -0.82 -4.44 0.36 0.142
N 23.5166 20.4778 -11.9379 -0.62 -1.99 -2.35 0.147
N 13.7772 5.2830 -9.7337 -1.02 -0.84 -1.21 0.013
N 21.4533 23.6165 -4.8724 -3.80 -2.40 -1.75 0.158
N 10.2956 11.3806 0.0150 0.60 0.30 0.39 0.037
N 30.6464 12.7672 -5.6377 3.28 -1.12 -2.72 0.143
N 15.9409 13.5188 3.5231 1.13 0.80 -0.64 0.025
N 18.7342 15.5646 -12.2990 -0.49 0.78 -0.81 0.003
C 19.2209 14.6751 -11.2517 -0.31 0.83 -2.26 -0.395
C 18.2930 12.8449 3.9270 -0.30 0.03 1.30 -0.191
C 15.2217 20.9190 2.0649 -2.47 -0.56 -0.65 -0.826
C 23.4133 19.0752 3.5996 2.01 1.93 0.26 -0.453
C 13.7597 10.8431 -3.2187 -0.32 -0.45 0.81 -0.106
C 17.1417 13.7650 4.3505 -0.17 -1.52 2.07 -0.395
C 20.5027 13.9897 -11.8696 -0.27 -0.44 2.06 -0.220
C 15.3271 19.6770 -6.9335 -1.39 1.14 0.87 -0.221
C 14.1139 19.7970 -9.1670 -0.18 1.37 0.92 -0.054
C 29.2601 16.8984 -11.2653 -0.03 -4.25 3.38 -0.842
C 22.1201 16.5617 -4.9212 -1.17 -1.65 2.42 -0.446
C 22.6876 14.2649 -12.6610 0.65 0.62 0.31 -0.111
C 24.1464 20.1946 4.3430 -0.10 1.26 -0.19 -0.075
C 12.0176 11.3090 -1.6761 0.66 -1.78 0.33 -0.181
C 21.8879 16.6022 -3.3585 -1.83 -0.79 -0.94 -0.166
C 26.2772 17.2884 2.0515 -0.58 -0.33 0.18 -0.118
C 11.2681 10.5033 -0.6062 -0.16 -0.63 -1.15 -0.466
C 14.4854 6.3389 -9.0447 0.70 -1.80 -0.40 -0.441
C 22.4896 24.3765 -4.6650 2.17 -1.42 -2.98 -0.844
C 14.5390 5.9150 -7.5917 1.10 0.33 0.03 -0.066
C 19.8072 16.4195 -2.1155 -0.16 0.24 -0.83 -0.117
C 15.8873 6.4211 -9.6936 -1.10 3.78 0.18 -0.167
C 18.0335 13.7505 -11.1207 0.24 -1.28 0.61 -0.092
C 29.6896 13.2341 -4.8771 1.09 -1.81 4.24 -0.784
C 10.6202 9.2449 -1.1168 -0.99 -0.91 -0.98 -0.075
C 15.7185 21.4991 -5.3635 0.43 -0.18 -1.48 -0.088
C 17.8397 7.5405 -8.8822 -0.46 2.32 0.62 -0.121
C 23.3958 21.0387 -10.7563 -2.32 -0.40 1.72 -0.771
C 22.2571 15.0719 -5.3351 -0.08 0.21 0.08 -0.054
C 16.6837 13.3731 5.8085 0.72 0.56 0.23 -0.073
C 20.5641 12.4252 4.2574 0.53 -0.47 -1.50 -0.147
C 24.4299 17.9668 3.3526 -0.24 -0.51 -1.08 -0.193
C 15.1586 20.4821 -8.2099 1.39 -0.91 -1.43 -0.418
H 14.3385 19.5512 -6.4921 -0.44 0.43 0.52 0.110
H 20.3133 13.2964 -12.6891 -0.93 -0.21 0.00 0.124
H 15.1880 6.5956 -7.0405 -0.38 0.30 0.23 0.074
H 17.9911 8.2861 -8.1016 0.48 -0.44 0.67 0.082
H 20.9572 23.1929 -4.1013 0.15 0.02 -0.35 0.108
H 15.5708 12.6257 3.8155 -0.17 -0.07 -0.06 0.061
H 30.8248 13.3701 -6.4282 0.59 -0.65 -0.13 0.104
H 13.6052 5.5075 -10.7033 -0.53 0.77 -0.20 0.065
H 22.7095 13.3020 -13.1714 -0.98 -0.16 -0.20 0.084
H 11.9897 10.0939 0.1007 0.52 0.51 0.17 0.133
H 15.0304 21.5545 -8.0631 -1.21 -0.19 0.51 0.128
H 22.9390 17.8348 -6.0196 0.99 0.36 -0.49 0.078
H 19.3475 17.3771 -2.3599 0.61 0.69 -0.53 0.075
H 21.5165 23.0900 -5.7319 -0.37 0.08 0.13 0.120
H 15.3683 19.0192 2.4549 -0.59 -0.20 0.09 0.118
H 24.1658 20.9489 -12.5516 -0.68 -1.05 -0.60 0.101
H 9.6709 9.3760 -1.6361 -0.39 0.65 0.29 0.077
H 16.5289 5.5451 -9.7893 0.00 -0.23 1.14 0.121
H 23.8003 17.2292 2.8550 0.35 -0.81 -0.22 0.113
H 21.2698 17.0925 -5.3494 -0.58 -0.61 0.00 0.133
H 18.9073 15.0235 -13.1341 -0.32 0.45 -0.61 0.066
H 13.9762 11.9050 -3.1028 0.35 0.10 -0.48 0.085
H 15.9310 14.0289 6.2463 -0.42 0.14 -0.58 0.066
H 17.8597 13.2324 -12.0637 0.24 -0.25 -0.05 0.076
H 22.8216 19.7835 -12.1726 0.35 0.29 -0.59 0.123
H 13.1221 10.6356 -4.0781 0.11 0.25 -0.35 0.086
H 13.3775 21.3699 1.2606 0.51 0.45 -0.10 0.107
H 18.3399 8.0771 -9.6884 0.29 -0.84 -0.73 0.079
H 14.6535 21.4559 -5.1358 -0.01 -0.28 0.31 0.087
H 23.5724 21.1197 4.3955 -0.49 -0.03 -0.05 0.067
H 26.8621 17.0458 2.9387 0.48 -0.70 -0.42 0.091
H 11.4060 11.5442 -2.5471 -0.30 0.02 0.00 0.127
H 15.8559 22.3148 -6.0733 -0.13 0.35 0.03 0.075
H 15.2487 14.2172 3.7535 -0.15 0.00 -0.03 0.065
H 17.2694 20.6641 -8.4318 -0.16 0.45 0.64 0.066
H 12.4200 12.2303 -1.2550 0.07 0.22 0.04 0.120
H 15.0958 4.9790 -7.5470 -0.39 -0.42 0.11 0.078
H 13.9725 20.4083 -10.0583 -0.17 0.23 0.21 0.073
H 16.3453 21.7415 -4.5053 -0.18 -0.45 0.08 0.085
H 13.8960 7.2530 -9.1164 0.46 0.20 -0.36 0.145
H 13.5393 5.8301 -7.1657 0.21 -0.05 0.03 0.081
H 17.4249 13.3954 6.6074 0.63 -0.18 -0.38 0.069
H 20.4172 12.3719 3.1787 0.69 -0.20 -0.36 0.076
H 21.5567 12.8351 4.4444 -0.30 0.54 0.30 0.087
H 23.4933 25.0828 -3.1189 -0.44 0.15 -0.13 0.132
H 14.6534 10.2198 -3.2508 0.12 0.33 -0.30 0.090
H 17.6110 14.7487 4.3374 -0.83 0.40 -0.34 0.138
H 27.6443 18.1553 -11.4272 0.39 -0.11 0.10 0.108
H 21.9590 17.7890 4.0512 -0.06 -0.54 0.23 0.063
H 21.4387 19.2496 3.9356 -0.02 0.48 0.15 0.076
H 9.6703 10.8605 0.6138 -0.14 -0.19 0.06 0.069
H 19.1929 16.4561 -12.4213 0.44 -0.13 0.25 0.071
H 11.1317 8.6728 -1.8908 0.86 0.18 0.36 0.077
H 22.9052 14.6413 -4.5718 -0.08 -0.35 -0.02 0.074
H 18.8835 15.8409 -2.1082 0.49 -0.78 0.68 0.086
H 27.9097 17.4310 -9.9188 -0.02 -0.28 -0.28 0.122
H 21.3101 14.5340 -5.3809 -0.09 0.17 0.46 0.070
H 25.6514 16.4701 1.6953 -0.32 -0.48 0.65 0.080
H 17.0821 14.2520 -10.9435 0.39 0.40 0.31 0.078
H 13.1974 19.7348 -8.5802 -0.36 -0.01 -0.36 0.068
H 22.7314 14.8395 -6.2885 0.16 0.72 -0.17 0.066
H 23.1388 19.4351 2.6081 0.30 0.14 -0.29 0.136
H 20.6182 11.3863 4.5826 -0.53 -0.15 0.55 0.084
H 18.2440 6.5657 -8.6097 -0.09 0.03 -0.20 0.090
H 18.2175 13.0246 -10.3287 -0.24 -0.33 0.00 0.074
H 28.0456 14.3459 -5.1701 0.29 -0.13 -0.01 0.125
H 23.2917 14.9236 -13.2849 -0.30 0.27 0.00 0.083
H 14.3913 4.5035 -9.9218 0.33 -0.52 0.83 0.064
H 21.7682 17.6419 -3.0541 0.02 0.17 0.09 0.111
H 21.8054 24.6637 -2.8565 0.56 0.18 0.25 0.118
H 16.2821 12.3606 5.7677 -0.05 -0.05 0.04 0.069
H 18.0180 11.8145 4.1524 0.06 -0.32 0.32 0.120
H 15.8047 6.7563 -10.7275 -0.50 -0.26 -0.42 0.115
H 20.9414 13.3988 -11.0655 0.37 -0.31 0.17 0.118
H 18.3449 12.8400 2.8383 0.90 0.60 -0.16 0.118
H 24.9051 17.5101 4.2207 -0.27 0.16 0.43 0.131
H 30.4689 16.8485 -12.7783 -0.38 0.38 -0.40 0.137
H 10.9291 11.8602 0.6386 -0.61 0.90 0.54 0.069
H 28.9729 14.0144 -6.5863 -0.22 -0.09 0.34 0.116
H 24.3908 19.9894 5.3852 0.01 -0.56 -0.09 0.079
H 24.8787 22.1307 -11.4666 0.20 0.43 0.79 0.101
H 14.3038 18.8043 -9.5751 0.72 -0.15 0.57 0.075
H 10.4224 8.5643 -0.2886 0.00 -0.05 0.05 0.076
H 16.4776 19.5142 -9.1559 0.79 -0.30 -0.83 0.056
H 14.5877 22.6592 1.4780 -0.81 0.06 -0.20 0.114
H 24.3884 22.5072 -9.8268 0.07 -0.01 -0.29 0.125
H 31.4107 12.2090 -5.2850 -0.31 0.41 0.21 0.119
H 23.4581 18.0298 -4.5346 0.05 0.01 0.30 0.068
H 23.2781 14.0948 -11.7607 -0.13 0.07 0.39 0.084
H 26.8502 17.4263 1.1346 0.43 1.06 0.43 0.087
H 15.5504 18.6211 -7.0861 1.06 0.18 -0.32 0.131
H 13.7368 19.6416 2.1489 0.43 -0.80 0.13 0.105
H 29.0670 18.0003 -12.8134 1.02 -0.19 -0.69 0.120
H 22.6229 16.1042 -2.7262 0.61 0.15 -0.39 0.125
H 19.3070 15.2936 -10.3583 0.82 -0.42 0.18 0.142
H 25.0438 20.5239 3.8192 0.20 -0.42 -0.04 0.071
H 20.3416 16.5750 -1.1783 -0.25 -0.51 0.30 0.085
```
Positions in Å, forces in eV/Å.